1 | Molecular formula: C5H11N3
Method: DFT, ωB97M-V with the def2-TZVPD basis set

Last column: natural (NBO) charge in e.
Positions of all 19 atoms, in Å:
H -2.0510 -0.9327 0.4964  0.33
N -1.9815 0.0232 0.1593  -0.67
C -0.9549 0.2645 -0.6035  0.45
C -0.8991 1.5622 -1.3535  -0.67
N 0.1459 -0.5932 -0.8553  -0.31
N -0.2624 -1.8913 -1.0951  -0.66
C 0.6358 -0.2215 0.6712  0.17
C 0.9661 -1.2629 1.4402  -0.48
C 1.1221 1.1580 1.0088  -0.66
H -1.5810 2.2781 -0.9059  0.23
H -1.1756 1.3484 -2.3875  0.24
H 0.1097 1.9930 -1.3880  0.22
H -0.7903 -2.3812 -0.3721  0.35
H 0.4925 -2.4277 -1.5043  0.38
H 0.7563 -2.2870 1.1803  0.19
H 1.7351 -1.1560 2.1860  0.21
H 1.7258 1.5797 0.2101  0.22
H 1.7225 1.1227 1.9128  0.23
H 0.2840 1.8237 1.2000  0.23

Results
Kohn-Sham gap   0.3703 Eh
HOMO level   -9.1161 eV
Total charge   0
Molecular weight   113.16 g mol⁻¹

2 | Molecular formula: C5H11N3
Method: DFT, ωB97M-V with the def2-TZVPD basis set

Last column: natural (NBO) charge in e.
Positions of all 19 atoms, in Å:
C -0.8226 -0.3650 1.3685  -0.25
C 2.0215 0.5740 -0.2298  -0.64
C -0.9446 1.1054 0.0236  0.31
C -0.4064 0.0807 -0.8497  0.13
N -1.3475 -0.6842 -1.5612  -0.82
N -0.4692 -1.7087 1.2719  -0.81
C 0.9430 -0.0076 -1.0925  -0.40
N -0.8468 2.2472 0.5062  -0.59
H -2.1615 -0.1377 -1.8282  0.37
H -0.9241 -1.1273 -2.3689  0.38
H -0.6963 2.3149 1.5222  0.35
H 0.5107 -1.8361 1.0351  0.37
H -1.0672 -2.2194 0.6282  0.38
H -1.8764 -0.2387 1.6063  0.19
H -0.1578 0.1791 2.0364  0.18
H 1.2438 -0.3800 -2.0674  0.21
H 2.3560 -0.1210 0.5499  0.19
H 2.8975 0.8181 -0.8350  0.22
H 1.7477 1.5062 0.2844  0.21

Results
Kohn-Sham gap   0.2711 Eh
HOMO level   -6.7602 eV
Total charge   0
Molecular weight   113.16 g mol⁻¹

Relative energy of each structure, in eV: 1 0.000; 2 0.781.